# 1
{
  "formula": "C24H19BrF9InN9O4",
  "method": "the ωB97M-V functional and the def2-TZVPD basis",
  "e_above_lowest_kj_mol": 101.2,
  "charge": 1,
  "orbital_gap_ev": 8.10,
  "homo_ev": -11.44,
  "lumo_energy_ev": -3.3,
  "elements": ["In", "F", "C", "F", "F", "C", "O", "C", "F", "F", "F", "C", "F", "F", "F", "N", "N", "N", "C", "N", "N", "H", "H", "H", "C", "C", "C", "C", "C", "N", "C", "O", "N", "C", "C", "C", "C", "N", "C", "C", "C", "H", "H", "H", "H", "H", "H", "H", "H", "H", "H", "H", "H", "H", "Br", "C", "C", "N", "C", "C", "C", "C", "O", "O", "H", "H", "H"],
  "coordinates": [[0.000, -0.400, -0.106], [0.085, -1.976, 1.927], [1.401, -2.082, 2.363], [1.357, -2.267, 3.668], [1.893, -3.154, 1.777], [2.150, -0.788, 1.906], [1.893, -0.564, 0.577], [3.688, -0.977, 2.092], [4.319, 0.182, 1.911], [4.151, -1.849, 1.207], [3.964, -1.422, 3.324], [1.663, 0.431, 2.740], [1.903, 0.359, 4.033], [0.295, 0.541, 2.579], [2.162, 1.565, 2.264], [0.264, 4.299, -2.581], [0.088, 3.520, -1.460], [0.034, 4.041, -0.252], [-0.027, 2.962, 0.509], [-0.021, 1.853, -0.240], [0.061, 2.231, -1.515], [-0.023, 5.247, -2.379], [-0.186, 3.877, -3.383], [-0.081, 2.984, 1.583], [-3.172, 5.293, 1.613], [-4.097, 4.356, 0.882], [-5.307, 3.951, 1.436], [-6.152, 3.078, 0.762], [-5.809, 2.599, -0.495], [-6.684, 1.696, -1.155], [-6.363, 0.661, -2.006], [-7.128, 0.223, -2.831], [-5.068, 0.134, -1.880], [-4.318, 0.002, -0.717], [-4.881, -0.070, 0.558], [-4.054, -0.164, 1.662], [-2.687, -0.203, 1.488], [-2.146, -0.157, 0.261], [-2.937, -0.066, -0.816], [-4.622, 3.031, -1.083], [-3.778, 3.884, -0.390], [-3.568, 5.557, 2.592], [-3.027, 6.219, 1.052], [-2.186, 4.847, 1.760], [-5.597, 4.318, 2.414], [-7.085, 2.764, 1.219], [-7.670, 1.898, -1.143], [-4.782, -0.389, -2.691], [-5.957, -0.067, 0.673], [-4.467, -0.222, 2.659], [-2.011, -0.275, 2.328], [-2.457, -0.049, -1.788], [-4.373, 2.709, -2.087], [-2.858, 4.221, -0.863], [4.584, -5.844, -1.006], [3.557, -4.335, -1.465], [4.186, -3.206, -1.981], [3.523, -2.104, -2.313], [2.209, -2.096, -2.123], [1.495, -3.172, -1.618], [2.189, -4.333, -1.295], [0.012, -3.138, -1.421], [-0.661, -4.131, -1.384], [-0.532, -1.914, -1.281], [5.260, -3.203, -2.133], [1.696, -1.184, -2.418], [1.657, -5.195, -0.914]],
  "forces_ev_per_a": [[-0.03, -0.12, 0.40], [0.14, -0.04, 0.05], [-0.10, 0.09, -0.05], [-0.06, 0.06, -0.03], [0.04, -0.05, -0.01], [-0.09, -0.06, -0.11], [-0.07, 0.14, 0.34], [0.01, 0.00, 0.00], [0.00, -0.08, 0.01], [0.00, -0.01, 0.01], [-0.04, 0.03, -0.11], [-0.04, -0.03, -0.02], [0.00, -0.02, 0.00], [0.06, 0.00, -0.03], [0.00, 0.09, -0.01], [0.22, -0.22, 0.24], [-0.08, 0.15, -0.15], [0.04, 0.00, -0.16], [-0.03, -0.13, -0.05], [0.24, -0.11, -0.52], [-0.01, 0.23, 0.19], [-0.10, 0.02, 0.01], [-0.08, 0.02, 0.04], [0.01, -0.02, -0.01], [-0.02, 0.01, 0.00], [0.02, -0.01, 0.02], [-0.02, 0.00, 0.00], [0.00, -0.03, 0.04], [-0.04, -0.01, -0.08], [0.17, -0.12, 0.08], [-0.06, 0.03, -0.03], [0.11, 0.09, 0.12], [-0.02, 0.11, 0.03], [-0.04, 0.03, 0.04], [0.02, -0.05, 0.02], [-0.11, 0.03, -0.05], [0.05, 0.10, -0.16], [-0.14, -0.21, 0.34], [0.14, 0.04, 0.10], [-0.04, 0.02, 0.01], [0.04, -0.01, -0.02], [0.00, -0.01, -0.02], [-0.01, -0.03, 0.01], [-0.03, 0.01, -0.01], [0.01, -0.02, -0.04], [0.06, 0.01, -0.02], [-0.06, 0.08, -0.07], [-0.03, -0.13, -0.03], [0.03, 0.03, 0.00], [-0.01, -0.01, 0.00], [0.03, -0.03, 0.01], [0.01, -0.03, 0.04], [0.01, 0.00, 0.02], [-0.08, -0.02, 0.03], [-0.01, -0.01, 0.00], [0.03, 0.01, 0.00], [-0.01, 0.06, -0.03], [0.03, -0.06, 0.03], [0.06, 0.00, 0.01], [-0.02, -0.03, -0.02], [-0.02, -0.02, 0.01], [0.11, -0.02, 0.06], [0.07, 0.20, 0.00], [-0.15, 0.05, -0.38], [-0.05, 0.02, 0.02], [-0.01, 0.00, -0.05], [0.01, 0.01, -0.01]]
}

=====

# 2
{
  "formula": "C24H19CeClF5IN2OS",
  "method": "the ωB97M-V functional and the def2-TZVPD basis",
  "charge": 1,
  "orbital_gap_ev": [6.04, 6.04],
  "homo_ev": [-9.30, -9.29],
  "multiplicity": 2,
  "lumo_energy_ev": [-3.3, -3.2],
  "s_squared": 0.751,
  "elements": ["Ce", "F", "C", "F", "C", "F", "F", "F", "O", "S", "C", "C", "C", "C", "C", "C", "C", "C", "C", "C", "C", "C", "H", "H", "H", "H", "H", "H", "H", "H", "H", "H", "I", "C", "C", "N", "N", "C", "H", "H", "H", "Cl", "C", "C", "C", "C", "C", "C", "C", "H", "H", "H", "H", "H", "H"],
  "coordinates": [[-1.984, -0.407, -0.102], [-2.854, -1.534, 3.034], [-2.608, -1.608, 1.728], [-1.291, -2.282, 1.575], [-3.503, -2.591, 1.101], [-3.415, -3.835, 1.654], [-2.985, -2.835, -0.300], [-4.835, -2.281, 1.081], [0.026, -0.610, 0.246], [0.983, -0.173, 1.537], [2.328, -1.367, 1.630], [2.907, -1.682, 2.841], [3.961, -2.588, 2.904], [4.546, -3.006, 1.690], [3.969, -2.689, 0.461], [2.815, -1.870, 0.415], [1.917, 1.070, 0.698], [1.557, 1.498, -0.559], [2.308, 2.527, -1.213], [3.438, 3.098, -0.607], [3.898, 2.531, 0.627], [3.103, 1.571, 1.264], [2.469, -1.228, 3.767], [4.243, -3.100, 3.864], [5.516, -3.491, 1.692], [4.367, -3.109, -0.455], [2.384, -1.575, -0.520], [0.653, 1.123, -1.057], [1.934, 2.881, -2.160], [3.776, 4.074, -1.016], [4.822, 2.825, 1.125], [3.354, 1.226, 2.283], [-0.132, -2.112, -6.413], [-0.915, -1.767, -4.478], [-1.768, -2.725, -3.986], [-2.181, -2.289, -2.770], [-1.714, -1.072, -2.479], [-0.935, -0.712, -3.524], [-2.190, -3.619, -4.376], [-2.865, -2.790, -2.200], [-0.368, 0.194, -3.608], [0.556, 3.928, 1.661], [-0.929, 3.487, 0.875], [-2.106, 3.443, 1.691], [-3.255, 2.799, 1.287], [-3.293, 2.130, 0.012], [-4.279, 1.171, -0.278], [-2.188, 2.385, -0.932], [-1.043, 3.089, -0.427], [-2.031, 3.906, 2.712], [-4.120, 2.696, 1.933], [-4.471, 0.990, -1.312], [-5.044, 0.847, 0.473], [-2.295, 2.203, -1.992], [-0.234, 3.253, -1.096]],
  "forces_ev_per_a": [[-2.49, 3.35, -2.93], [-0.17, -0.12, 0.39], [0.32, -0.66, 1.66], [-1.25, 0.25, 0.32], [-1.95, -4.21, 0.27], [-0.23, 1.32, -0.85], [-1.38, 1.04, 2.18], [2.61, -0.04, -0.62], [5.19, 0.67, 3.15], [-0.49, -0.73, -2.25], [-0.01, -0.21, -1.42], [-1.06, 0.16, 1.68], [0.30, -0.78, -0.15], [-0.11, 0.44, 0.38], [-1.09, 0.64, 0.23], [1.13, -0.57, 0.93], [1.12, 1.06, -0.68], [0.13, 0.74, -1.13], [0.05, -0.79, 1.45], [-0.81, -0.19, 0.54], [-1.07, -0.04, -0.51], [0.16, -0.02, 0.62], [0.44, -0.71, -0.80], [0.05, 1.18, -0.99], [-0.34, -0.49, 0.13], [0.10, 0.24, 0.07], [-0.26, -0.03, -0.31], [0.72, 0.16, 0.31], [0.06, 0.20, -0.10], [0.43, -1.15, 0.27], [-0.36, 0.25, -0.25], [0.22, 0.19, -0.67], [-0.04, 0.59, 0.83], [-0.32, -0.03, -0.68], [-0.24, 0.88, 1.46], [-0.38, -0.99, -1.29], [0.59, 0.21, -0.95], [-0.14, -1.65, -0.43], [0.14, -0.56, -0.35], [0.44, 0.61, -0.15], [-0.12, 0.35, 0.40], [-0.02, 0.35, -0.33], [-1.49, -0.18, 0.74], [0.40, 0.03, 1.01], [1.17, -0.25, -0.33], [0.26, 0.19, -0.90], [0.04, -0.76, 1.30], [-0.17, 0.55, 2.48], [-0.73, -0.65, -0.54], [-0.21, -0.53, -1.12], [0.10, 0.20, 0.00], [-0.32, -0.35, -0.68], [0.60, 0.75, -0.87], [-0.04, -0.12, -0.09], [0.52, 0.19, -0.41]]
}

=====

# 3
{
  "formula": "C24H19Cl2MoN2O5",
  "method": "the ωB97M-V functional and the def2-TZVPD basis",
  "e_above_lowest_kj_mol": 39.8,
  "charge": 1,
  "orbital_gap_ev": 7.16,
  "homo_ev": -11.70,
  "lumo_energy_ev": -4.5,
  "elements": ["Mo", "O", "C", "O", "C", "O", "C", "C", "O", "O", "H", "H", "H", "H", "H", "C", "C", "C", "C", "C", "C", "C", "C", "N", "H", "H", "H", "H", "H", "H", "C", "C", "C", "C", "C", "C", "H", "H", "H", "H", "H", "Cl", "C", "C", "C", "C", "C", "Cl", "C", "N", "H", "H", "H"],
  "coordinates": [[-0.285, 0.825, 0.760], [1.094, 5.089, 0.657], [1.073, 3.781, 0.633], [0.062, 3.116, 0.785], [2.419, 3.165, 0.346], [2.459, 1.802, 0.690], [2.863, 1.562, 2.046], [1.679, 1.586, 2.985], [1.692, 1.992, 4.093], [0.572, 1.056, 2.390], [0.212, 5.443, 0.834], [3.193, 3.738, 0.846], [2.583, 3.251, -0.725], [3.596, 2.287, 2.383], [3.304, 0.572, 2.069], [0.080, 1.168, -1.293], [0.784, 0.065, -2.044], [2.166, 0.106, -2.201], [2.843, -0.930, -2.826], [2.137, -2.026, -3.313], [0.752, -2.066, -3.182], [0.087, -1.027, -2.554], [2.843, -3.108, -3.971], [3.406, -3.967, -4.494], [-0.989, 1.180, -1.536], [0.495, 2.135, -1.539], [2.727, 0.952, -1.817], [3.919, -0.894, -2.941], [0.200, -2.911, -3.577], [-0.992, -1.062, -2.464], [-5.030, 1.668, 1.254], [-4.202, 2.597, 0.637], [-2.837, 2.367, 0.557], [-2.297, 1.195, 1.095], [-3.135, 0.277, 1.739], [-4.493, 0.515, 1.818], [-6.099, 1.841, 1.292], [-4.616, 3.509, 0.225], [-2.214, 3.097, 0.071], [-2.724, -0.613, 2.192], [-5.136, -0.204, 2.312], [1.928, -2.175, 1.993], [0.649, -2.999, 1.165], [0.669, -4.375, 1.118], [-0.330, -5.048, 0.429], [-1.346, -4.356, -0.206], [-1.374, -2.980, -0.146], [-2.641, -2.128, -0.954], [-0.384, -2.268, 0.543], [-0.402, -0.875, 0.583], [1.464, -4.915, 1.617], [-0.310, -6.131, 0.382], [-2.116, -4.878, -0.757]],
  "forces_ev_per_a": [[-0.64, -0.02, -1.02], [0.19, -0.12, 0.01], [0.10, -0.10, -0.06], [-0.28, 0.10, 0.06], [0.00, -0.14, 0.12], [-0.02, -0.05, 0.18], [-0.06, 0.06, -0.34], [-0.38, -0.35, -0.85], [-0.07, 0.12, 0.50], [0.45, -0.06, 1.14], [-0.27, 0.11, 0.02], [0.14, 0.12, 0.07], [0.05, 0.02, -0.21], [0.14, 0.13, -0.01], [0.07, -0.17, -0.02], [0.48, -1.00, -0.18], [-0.04, 0.28, 0.18], [0.17, -0.01, 0.02], [0.04, 0.09, 0.03], [0.21, -0.22, -0.16], [-0.09, -0.05, -0.01], [-0.10, 0.02, -0.09], [-0.02, 0.00, 0.01], [-0.21, 0.30, 0.21], [-0.30, 0.01, -0.07], [0.10, 0.30, 0.12], [-0.03, -0.10, -0.04], [-0.04, 0.01, 0.01], [0.02, 0.05, 0.01], [0.18, 0.02, -0.07], [0.02, 0.05, -0.05], [-0.18, -0.05, 0.07], [-0.03, -0.16, 0.09], [0.28, -0.38, 0.05], [0.06, 0.11, -0.04], [-0.10, 0.04, 0.03], [0.07, 0.01, 0.04], [-0.01, -0.05, -0.03], [0.12, 0.15, -0.11], [0.03, -0.11, -0.06], [0.02, 0.06, -0.02], [-0.19, 0.05, -0.09], [-0.12, 0.42, -0.04], [0.01, -0.16, 0.00], [0.04, -0.16, 0.01], [-0.06, -0.17, -0.05], [0.00, 0.28, -0.07], [-0.19, -0.07, 0.23], [0.28, 0.38, -0.04], [0.15, 0.18, 0.55], [-0.03, 0.04, -0.05], [0.00, 0.12, 0.01], [0.00, 0.01, 0.04]]
}

=====

# 4
{
  "formula": "C24H19ClIN4O4TcTe",
  "method": "the ωB97M-V functional and the def2-TZVPD basis",
  "e_above_lowest_kj_mol": 59.8,
  "charge": -1,
  "orbital_gap_ev": [6.43, 6.01],
  "homo_ev": [-4.63, -4.21],
  "multiplicity": 2,
  "lumo_energy_ev": [1.8, 1.8],
  "s_squared": 0.763,
  "elements": ["Tc", "Cl", "C", "C", "C", "C", "O", "C", "C", "O", "C", "H", "H", "H", "H", "I", "C", "C", "C", "C", "C", "C", "C", "O", "O", "H", "H", "H", "H", "N", "C", "C", "C", "C", "C", "C", "H", "H", "H", "H", "H", "C", "Te", "C", "H", "H", "H", "H", "H", "H", "N", "C", "N", "C", "N"],
  "coordinates": [[-0.348, 1.827, 0.854], [5.764, 2.921, -3.158], [4.515, 2.537, -2.000], [4.885, 2.032, -0.734], [3.933, 1.722, 0.188], [2.537, 1.888, -0.081], [1.692, 1.560, 0.822], [2.187, 2.402, -1.370], [0.839, 2.603, -1.788], [-0.194, 2.370, -1.133], [3.204, 2.719, -2.306], [5.935, 1.892, -0.509], [4.200, 1.328, 1.160], [0.699, 3.009, -2.797], [2.920, 3.104, -3.278], [-1.573, -2.359, -4.538], [-2.127, -0.993, -3.055], [-1.502, -1.052, -1.822], [-1.826, -0.122, -0.843], [-2.808, 0.839, -1.070], [-3.448, 0.841, -2.301], [-3.105, -0.049, -3.309], [-3.236, 1.882, -0.033], [-4.416, 2.202, -0.031], [-2.329, 2.363, 0.736], [-0.759, -1.811, -1.605], [-0.248, -0.725, 0.210], [-4.233, 1.570, -2.454], [-3.598, -0.009, -4.271], [-1.084, -0.167, 0.392], [-1.769, -0.845, 1.484], [-3.144, -0.820, 1.641], [-3.714, -1.455, 2.739], [-2.928, -2.114, 3.667], [-1.549, -2.145, 3.497], [-0.975, -1.514, 2.409], [-3.787, -0.308, 0.940], [-4.789, -1.418, 2.863], [-3.379, -2.589, 4.529], [-0.915, -2.622, 4.232], [0.103, -1.497, 2.293], [2.405, -3.728, -0.930], [2.316, -1.706, -0.253], [2.158, -0.967, -2.246], [1.448, -4.027, -1.350], [2.644, -4.364, -0.081], [3.189, -3.813, -1.679], [3.078, -1.185, -2.782], [2.015, 0.108, -2.194], [1.308, -1.427, -2.746], [-0.384, 1.467, 2.904], [-0.328, 1.159, 4.025], [-0.356, 0.897, 5.290], [0.201, -0.229, 5.709], [0.677, -1.185, 6.163]],
  "forces_ev_per_a": [[-0.05, -0.13, 0.00], [0.00, 0.00, 0.00], [-0.01, -0.01, 0.01], [0.02, 0.00, -0.02], [-0.03, -0.01, 0.00], [0.01, 0.01, 0.02], [0.20, -0.08, 0.05], [-0.01, 0.11, 0.01], [-0.06, -0.07, 0.01], [0.04, 0.19, 0.00], [0.00, 0.02, 0.01], [0.00, 0.00, 0.00], [0.00, 0.00, 0.00], [0.00, -0.03, -0.02], [0.00, 0.00, 0.00], [0.00, 0.00, 0.00], [0.00, -0.02, 0.01], [0.03, 0.01, 0.05], [-0.02, 0.11, -0.21], [0.11, -0.01, 0.12], [-0.07, 0.00, -0.01], [-0.02, 0.02, 0.01], [0.19, 0.06, -0.02], [-0.05, 0.03, -0.03], [-0.39, -0.05, -0.01], [0.01, 0.00, -0.02], [0.10, 0.07, 0.06], [0.01, 0.00, 0.00], [0.00, 0.01, 0.00], [-0.05, -0.09, 0.04], [0.01, -0.07, 0.20], [0.00, 0.00, 0.00], [-0.01, 0.00, -0.02], [0.03, -0.01, 0.01], [-0.06, 0.03, 0.00], [0.05, 0.04, -0.06], [0.00, 0.00, 0.00], [0.00, 0.00, 0.00], [0.00, 0.00, 0.00], [0.03, -0.02, 0.03], [-0.02, 0.00, 0.00], [-0.03, -0.02, 0.05], [0.00, -0.01, -0.07], [0.05, -0.01, -0.02], [0.01, -0.01, -0.01], [-0.01, -0.01, 0.00], [0.01, -0.01, 0.00], [0.00, 0.00, -0.01], [-0.01, -0.04, -0.02], [0.00, -0.01, 0.00], [0.09, 0.03, -0.10], [-0.24, -0.02, 0.07], [0.19, -0.07, -0.15], [-0.01, 0.11, 0.04], [-0.05, -0.04, -0.02]]
}

=====

Computed F_max, in the same sequence as the records: 0.58, 6.11, 1.23, 0.39 eV Å⁻¹.